(1)
C33H52BBrI2N4O6S | ωB97M-V/def2-TZVPD

```
100
Properties=species:S:1:pos:R:3:lowdin_charge:R:1
I 1.203 3.078 -1.572 1.15
I -1.818 4.298 -2.864 0.91
Br 4.436 5.286 -0.889 0.67
S -2.363 4.131 3.302 1.06
O 1.956 6.393 -0.517 0.05
O -7.695 0.776 -4.172 -0.18
O -3.194 0.420 -3.571 -0.21
O 3.914 -2.721 1.248 -0.20
O 0.455 0.009 -0.818 0.06
O 5.707 -6.778 2.431 -0.20
N 1.871 1.006 0.916 -0.10
N -5.461 -1.390 -4.096 -0.05
N -0.211 3.429 1.144 -0.03
N 5.166 -5.267 -0.048 -0.05
C 0.616 6.733 3.697 -0.07
C -1.463 -0.049 1.751 -0.16
C 3.026 0.365 0.268 -0.07
C 1.320 5.171 1.980 -0.15
C -0.683 1.027 1.281 0.01
C -2.504 0.197 2.649 -0.03
C -3.113 -0.762 -4.358 -0.22
C -6.636 1.670 -3.887 -0.10
C 2.020 1.001 2.381 -0.04
C 2.452 4.684 1.118 -0.20
C -1.500 4.145 -0.809 -0.78
C 4.598 -7.652 2.393 -0.12
C -3.090 0.186 -2.178 -0.11
C -6.807 -1.471 -4.650 -0.20
C -0.581 6.049 3.815 -0.10
C -0.380 3.670 -0.256 -0.62
C 1.568 6.273 2.796 -0.03
C 6.525 -6.815 1.268 -0.22
C -2.751 1.483 3.100 -0.09
C -0.851 4.954 2.991 -0.44
C -1.115 -1.460 1.320 -0.19
C 6.478 -5.491 0.540 -0.22
C 4.971 -3.939 -0.617 -0.20
C -2.129 -2.534 1.694 -0.10
C -2.704 4.589 -0.029 -0.16
C 4.121 -3.426 2.459 -0.09
C -1.995 2.555 2.626 -0.45
C 4.995 -2.748 0.332 -0.22
C 0.068 4.536 2.017 -0.14
C 2.681 5.574 -0.071 -0.89
C -0.985 2.335 1.682 -0.18
C -7.435 -0.186 -5.175 -0.23
C -4.429 -1.023 -5.055 -0.22
B 0.588 0.677 0.397 -0.71
H 5.172 -3.409 2.758 0.09
H 3.075 1.088 2.634 0.09
H -3.110 -0.605 3.044 0.10
H 2.320 3.651 0.796 0.05
H -5.459 -0.712 -3.344 0.07
H -2.828 -1.617 -3.739 0.12
H 4.911 -8.686 2.222 0.09
H -3.950 -0.377 -1.798 0.08
H -7.080 2.606 -3.548 0.09
H 6.764 -4.709 1.258 0.11
H -4.681 -0.119 -5.628 0.11
H 0.835 7.585 4.324 0.11
H -2.271 -2.628 2.769 0.07
H 5.945 -2.662 0.873 0.11
H 3.529 -2.931 3.229 0.09
H -2.174 -0.358 -1.931 0.08
H 3.878 -7.373 1.615 0.08
H 0.433 0.597 -1.580 0.01
H -4.301 -1.844 -5.768 0.12
H -3.132 3.760 0.529 0.07
H -2.430 5.397 0.646 0.08
H 1.503 1.857 2.816 0.08
H 6.211 -7.626 0.606 0.12
H -8.407 -0.446 -5.604 0.12
H 3.786 -4.465 2.396 0.07
H -1.811 -3.494 1.294 0.07
H 7.226 -5.498 -0.258 0.12
H -0.986 -1.470 0.240 0.10
H -6.803 -2.208 -5.460 0.12
H 4.003 -3.936 -1.124 0.12
H 4.108 -7.591 3.363 0.09
H -2.335 -0.612 -5.112 0.12
H 3.376 4.702 1.700 0.12
H -3.529 1.667 3.829 0.10
H -0.154 -1.719 1.777 0.12
H -6.842 0.263 -5.981 0.11
H -3.472 4.972 -0.693 0.04
H -6.031 1.870 -4.775 0.09
H 5.733 -3.779 -1.386 0.12
H -3.101 -2.312 1.248 0.08
H -7.462 -1.863 -3.869 0.12
H 2.534 6.759 2.741 0.12
H 7.553 -7.012 1.586 0.12
H -3.060 1.157 -1.684 0.08
H 3.084 -0.687 0.535 0.07
H 3.936 0.866 0.605 0.09
H -1.310 6.342 4.559 0.10
H 4.896 -1.845 -0.278 0.11
H 1.615 0.101 2.847 0.09
H -5.980 1.300 -3.093 0.07
H 4.461 -5.428 0.660 0.08
H 2.968 0.496 -0.810 0.07
```

Lowest unoccupied orbital energy: 0.168 eV
2S+1: 1
HOMO energy: -0.2889 Ha

=====

(2)
C6H6N4O | ωB97M-V/def2-TZVPD

```
17
Properties=species:S:1:pos:R:3:lowdin_charge:R:1
O 3.069 -1.475 0.102 0.11
N -1.185 -1.715 -0.147 0.12
N 0.793 -0.793 -0.216 0.07
N 1.586 1.737 -0.169 0.04
N 2.450 0.707 -0.024 0.08
C 2.235 -0.608 -0.021 -0.43
C 0.110 -1.944 -0.146 -0.12
C -0.114 0.262 -0.158 -0.17
C -2.660 0.287 0.141 -0.05
C -1.347 -0.345 -0.140 -0.30
C 0.329 1.607 -0.124 -0.08
H -3.595 -0.300 -0.214 0.11
H -2.746 0.498 1.215 0.08
H -0.300 2.567 -0.082 0.15
H 3.352 0.999 0.284 0.15
H -2.719 1.346 -0.278 0.09
H 0.742 -2.832 -0.023 0.14
```

Lowest unoccupied orbital energy: 0.467 eV
SMILES: Cc1ncn2c(=O)[nH]ncc12
2S+1: 1
ΔE to the lowest compared entry with this formula, charge and spin: 1.127 eV
HOMO energy: -0.3207 Ha

=====

(3)
C6H12O2 | ωB97M-V/def2-TZVPD

```
20
Properties=species:S:1:pos:R:3:lowdin_charge:R:1
O 2.857 0.199 1.156 0.11
O 2.722 -0.277 -1.014 0.11
C -2.367 -0.552 0.226 -0.11
C -0.117 -0.380 -0.954 -0.17
C 0.432 1.681 0.449 -0.04
C 2.174 0.000 0.019 -0.51
C -1.267 -1.291 -0.527 -0.26
C 0.685 0.185 0.227 -0.29
H 0.746 2.248 -0.425 0.09
H 0.432 -0.350 1.148 0.15
H 0.564 -0.945 -1.594 0.11
H 3.809 0.102 0.997 0.13
H -3.186 -1.230 0.459 0.07
H -0.627 1.858 0.614 0.07
H -0.514 0.442 -1.552 0.12
H 0.986 2.036 1.314 0.08
H -1.995 -0.140 1.160 0.06
H -1.696 -1.746 -1.422 0.11
H -2.760 0.262 -0.379 0.07
H -0.877 -2.099 0.097 0.11
```

Lowest unoccupied orbital energy: 0.821 eV
SMILES: CCC[C@H](C)C(=O)O
2S+1: 1
ΔE to the lowest compared entry with this formula, charge and spin: 0.000 eV
HOMO energy: -0.3828 Ha

=====

(4)
C5H8O2 | ωB97M-V/def2-TZVPD

```
15
Properties=species:S:1:pos:R:3:lowdin_charge:R:1
O -0.285 -1.103 -0.948 -0.05
O 1.507 -0.326 1.238 -0.08
C 1.282 0.250 -0.091 -0.33
C -1.352 0.934 -0.315 0.01
C 0.103 -0.436 1.472 -0.12
C 1.507 -0.693 -1.232 0.12
C -0.217 0.019 0.050 -0.41
H -2.250 0.315 -0.393 0.09
H -0.252 0.251 2.259 0.13
H -0.221 -1.453 1.727 0.13
H 1.743 1.239 -0.171 0.15
H -1.533 1.729 0.416 0.09
H -0.177 -1.985 -0.556 0.13
H -1.169 1.377 -1.300 0.09
H 1.312 -0.120 -2.157 0.04
```

Lowest unoccupied orbital energy: 0.640 eV
2S+1: 1
ΔE to the lowest compared entry with this formula, charge and spin: 5.472 eV
HOMO energy: -0.2955 Ha

=====

(5)
C28H38GeN3OReS2Te | ωB97M-V/def2-TZVPD

```
75
Properties=species:S:1:pos:R:3:mulliken_spin:R:1
Re 0.418 -1.051 0.013 3.07
Te 1.721 2.118 -2.730 0.01
Ge -3.120 -1.805 0.063 0.05
S 2.803 -0.947 -0.081 0.06
S 0.154 -3.425 0.315 0.06
O 0.846 -1.236 -2.396 0.01
N 0.625 -1.574 2.766 0.09
N 1.000 1.087 1.459 0.02
N 0.634 -1.491 -4.604 0.01
C -3.824 -2.597 1.745 -0.02
C -1.499 -0.711 0.256 -0.55
C 0.375 6.136 -5.255 0.00
C 3.266 0.602 0.555 -0.01
C 2.014 -1.747 3.185 0.02
C 0.167 -1.075 -3.405 -0.01
C -0.558 -3.091 4.298 0.00
C 0.121 2.130 0.895 0.03
C -1.190 -4.293 4.573 0.01
C -0.127 5.908 -3.980 0.00
C 5.051 2.215 0.874 0.00
C -0.941 -4.912 2.272 0.01
C 1.633 4.089 -5.088 0.00
C 2.876 2.650 1.763 0.00
C 0.730 0.904 2.902 -0.03
C -3.061 -3.214 -1.320 0.01
C 0.251 4.778 -3.270 0.00
C 4.186 3.047 1.574 0.01
C 1.256 5.214 -5.806 0.00
C 1.143 3.841 -3.802 0.00
C -0.010 -0.375 3.282 0.04
C -4.569 -0.553 -0.501 0.00
C 2.398 1.451 1.247 0.03
C 4.598 1.007 0.388 0.00
C -0.117 -2.775 3.018 0.03
C -1.185 -0.424 -3.415 0.04
C -1.374 -5.213 3.550 0.00
C -0.327 -3.689 1.977 -0.03
H 2.108 -1.832 4.280 0.00
H -1.079 -5.616 1.461 0.00
H -1.043 0.641 -3.610 0.00
H -1.830 -0.857 -4.181 0.00
H 1.582 -1.822 -4.650 0.00
H -2.793 -2.780 -2.285 0.00
H -1.022 -0.357 2.872 -0.03
H 4.527 3.997 1.964 0.00
H 2.327 3.380 -5.525 0.00
H -0.387 -2.391 5.108 0.00
H -3.815 -1.865 2.555 0.00
H -1.521 -4.517 5.579 0.00
H 0.170 -1.231 -5.454 0.00
H -5.523 -1.075 -0.591 0.00
H 0.249 3.091 1.406 0.00
H -0.150 4.609 -2.277 0.00
H 0.123 1.738 3.272 0.00
H 2.207 3.286 2.332 0.00
H 1.675 0.937 3.443 -0.01
H -0.917 1.816 0.989 0.02
H 5.265 0.340 -0.142 0.00
H -1.626 -0.534 -2.426 -0.03
H -3.225 -3.452 2.054 0.00
H -4.854 -2.919 1.585 0.00
H -2.302 -3.949 -1.062 0.00
H 0.353 2.262 -0.162 -0.01
H 2.408 -2.653 2.727 0.00
H -4.686 0.248 0.231 0.00
H 1.641 5.372 -6.807 0.00
H 6.083 2.507 0.722 0.00
H -4.331 -0.100 -1.465 0.00
H -0.819 6.618 -3.539 0.00
H 2.621 -0.914 2.836 0.00
H -1.866 -6.158 3.743 0.00
H -4.028 -3.711 -1.420 0.00
H -1.888 0.273 0.556 0.10
H -0.076 -0.373 4.382 0.00
H 0.077 7.014 -5.816 0.00
```

Lowest unoccupied orbital energy (spin up / spin down): 2.536 / 2.538 eV
2S+1: 4
ΔE to the lowest compared entry with this formula, charge and spin: 1.951 eV
Charge: -1
HOMO energy (spin up / spin down): -0.1146 / -0.1146 Ha

=====

(6)
C4H5NO | ωB97M-V/def2-TZVPD

```
11
Properties=species:S:1:pos:R:3:lowdin_charge:R:1
O 0.626 -1.198 -1.458 0.05
N 0.997 0.539 1.479 -0.02
C 1.540 1.242 0.545 0.06
C -0.043 -0.156 1.159 -0.18
C -0.871 0.076 -0.075 -0.17
C -0.445 -0.659 -1.323 -0.26
H -1.195 -0.669 -2.142 0.12
H -1.908 -0.205 0.150 0.11
H -0.295 -0.978 1.810 0.11
H -0.865 1.155 -0.331 0.12
H 2.538 0.811 0.360 0.04
```

Lowest unoccupied orbital energy: -0.058 eV
2S+1: 1
ΔE to the lowest compared entry with this formula, charge and spin: 4.211 eV
HOMO energy: -0.3073 Ha